Entry from OMol25: 2 unconnected molecules or ions with the total composition HN3O3S (ωB97M-V/def2-TZVPD).

The geometry in ORCA input format:
```
! wB97M-V def2-TZVPD RIJCOSX def2/J DEFGRID3
* xyz -2 1
N 2.841 0.158 2.293
N 1.683 0.054 2.173
N 0.533 0.030 2.110
O -0.973 0.444 -0.802
O -2.763 -1.578 -0.420
O -1.004 -1.660 -2.265
S -1.281 -1.345 -0.855
H -0.407 0.594 -0.052
*
```

maximum force = 3.3 eV/Å
electronic energy = -21462.116 eV
HOMO level = 0.02 eV
energy relative to the best compared isomer or geometry (same formula, charge and spin) = 0.565 eV

Population analysis type Löwdin, resulting atomic charges in e: N -0.1592; N -0.6740; N -0.0560; O -0.4131; O -0.6380; O -0.5957; S 0.6114; H -0.0754


Entry from OMol25: 6 unconnected molecules or ions with the total composition ClH10O5 (ωB97M-V/def2-TZVPD).

The geometry in ORCA input format:
```
! wB97M-V def2-TZVPD RIJCOSX def2/J DEFGRID3
* xyz -1 1
Cl 2.863 -26.805 -18.796
O 4.425 -22.612 -15.460
H 3.856 -23.085 -16.067
H 5.228 -22.455 -15.956
O 5.092 -23.186 -23.220
H 4.430 -23.357 -22.550
H 4.673 -23.437 -24.042
O -0.085 -27.723 -13.948
H 0.425 -27.596 -14.748
H -0.912 -28.101 -14.248
O 6.906 -29.883 -17.801
H 6.596 -30.655 -18.274
H 6.244 -29.214 -17.973
O -2.791 -27.844 -18.646
H -3.348 -27.067 -18.698
H -1.898 -27.500 -18.652
*
```

maximum force = 0.5 eV/Å
electronic energy = -22924.339 eV
HOMO level = -4.09 eV
energy relative to the best compared isomer or geometry (same formula, charge and spin) = 1.710 eV

Atomic partial charges in e from the Löwdin method, atoms 1 to 8: Cl -0.9816; O -0.0621; H 0.0347; H 0.0242; O -0.0586; H 0.0351; H 0.0228; O -0.0602


Entry from OMol25: a single C5H8O molecule (ωB97M-V/def2-TZVPD).

The geometry in ORCA input format:
```
! wB97M-V def2-TZVPD RIJCOSX def2/J DEFGRID3
* xyz 0 1
C -1.138 -0.393 -0.044
C -0.091 -0.751 1.044
C 1.039 0.211 0.739
O 0.607 1.564 0.733
C 0.785 0.922 -0.518
C -0.340 0.215 -1.202
H -1.729 -1.257 -0.353
H -1.812 0.376 0.339
H 0.269 -1.782 0.963
H -0.525 -0.656 2.052
H 2.080 -0.043 0.639
H 1.612 1.359 -1.081
H 0.129 -0.576 -1.812
H -0.910 0.861 -1.864
*
```

maximum force = 1.9 eV/Å
electronic energy = -7360.590 eV
structure (SMILES) = C1C[C@@H]2O[C@@H]2C1
HOMO level = -9.95 eV
energy relative to the best compared isomer or geometry (same formula, charge and spin) = 1.665 eV

Atomic partial charges in e from the Löwdin method, atoms 1 to 8: C -0.1720; C -0.1168; C -0.2661; O 0.0168; C -0.2825; C -0.1441; H 0.1058; H 0.1112


Entry from OMol25: a single C22H23N3O3 molecule (ωB97M-V/def2-TZVPD).

The geometry in ORCA input format:
```
! wB97M-V def2-TZVPD RIJCOSX def2/J DEFGRID3
* xyz 0 1
C -4.567 -3.994 4.937
C -4.760 -2.616 4.364
O -3.840 -2.644 3.239
C -3.703 -1.329 2.502
C -4.494 -0.013 2.697
C -4.101 1.055 1.988
C -3.171 1.055 0.981
C -2.662 -0.273 0.464
C -2.760 -1.380 1.278
N -2.139 -2.562 1.177
C -0.758 -2.999 0.522
O -0.490 -4.025 0.181
C -0.120 -1.514 0.325
C 0.361 -0.714 1.456
C 1.137 0.391 1.305
C 1.920 0.482 0.029
C 2.708 1.545 -0.359
O 3.239 2.321 0.599
N 3.369 1.449 -1.534
C 3.134 0.604 -2.404
N 2.046 -0.495 -2.539
C 1.463 -0.458 -1.186
C 0.686 -1.625 -0.849
C 3.523 0.667 -3.822
C 3.218 2.016 -4.584
C 3.866 3.248 -4.190
C 3.674 3.542 -2.882
C 4.164 2.665 -1.934
H -3.625 -4.293 5.076
H -4.726 -4.699 4.030
H -5.290 -4.115 5.653
H -4.428 -1.766 5.156
H -5.779 -2.252 4.074
H -5.141 -0.115 3.690
H -4.632 1.847 2.056
H -3.166 1.915 0.263
H -1.891 -0.233 -0.307
H -2.311 -3.419 1.582
H -0.253 -1.054 2.340
H 1.526 0.926 2.054
H 0.478 -2.200 -1.475
H 3.213 -0.019 -4.332
H 4.676 0.568 -3.828
H 3.281 1.724 -5.710
H 2.217 2.020 -4.488
H 3.389 4.020 -5.044
H 5.096 3.063 -4.271
H 4.203 4.667 -2.660
H 2.677 3.611 -2.607
H 5.177 2.164 -2.157
H 4.362 3.241 -0.856
*
```

maximum force = 16.5 eV/Å
electronic energy = -33785.870 eV
structure (SMILES) = CCOc1ccccc1NC(=O)c1ccc2c(=O)n3c(nc2c1)CCCCC3
HOMO level = -7.80 eV
energy relative to the best compared isomer or geometry (same formula, charge and spin) = 17.280 eV

Atomic partial charges in e from the Löwdin method, atoms 1 to 8: C -0.0694; C -0.2744; O -0.1373; C -0.0050; C -0.0169; C -0.1875; C -0.0390; C -0.0077


Entry from OMol25: a single CHFN4 molecule (ωB97M-V/def2-TZVPD).

The geometry in ORCA input format:
```
! wB97M-V def2-TZVPD RIJCOSX def2/J DEFGRID3
* xyz 0 1
N -2.517 1.166 -0.020
C -1.514 0.622 -0.037
N -0.557 -0.261 -0.040
N 0.683 0.221 -0.118
N 1.706 -0.675 -0.093
F 2.861 0.097 0.015
H -0.661 -1.169 0.293
*
```

maximum force = 6.3 eV/Å
electronic energy = -9726.138 eV
structure (SMILES) = N#CN/N=N/F
HOMO level = -10.66 eV
energy relative to the best compared isomer or geometry (same formula, charge and spin) = 2.524 eV

Population analysis type Löwdin, resulting atomic charges in e: N 0.1799; C -0.3013; N 0.0021; N 0.0385; N 0.0467; F -0.1032; H 0.1374


Entry from OMol25: a molecular structure, C25H47ClIrP2 (ωB97M-V/def2-TZVPD).

The geometry in ORCA input format:
```
! wB97M-V def2-TZVPD RIJCOSX def2/J DEFGRID3
* xyz 2 6
Ir -0.657 0.770 0.779
C 1.599 1.444 1.371
C 1.985 1.358 -0.003
C 0.157 2.768 0.075
C 0.552 2.443 1.448
C 1.108 2.139 -0.802
C 2.423 0.996 2.520
H 2.845 0.010 2.353
H 1.889 0.991 3.464
H 3.262 1.679 2.638
C 0.206 3.275 2.643
H 0.621 2.835 3.546
H -0.879 3.315 2.728
H 0.582 4.295 2.520
C -0.736 3.902 -0.311
H -0.132 4.781 -0.524
H -1.419 4.174 0.486
H -1.284 3.674 -1.221
C 1.268 2.539 -2.217
H 2.002 3.341 -2.187
H 0.353 2.954 -2.631
H 1.636 1.745 -2.865
C 3.306 0.808 -0.399
H 3.989 1.592 -0.062
H 3.383 0.641 -1.476
H 3.557 -0.120 0.123
C 0.437 -2.940 -0.550
C 1.669 -2.577 -0.161
C 2.908 -3.192 -0.792
C 3.228 -2.718 -2.266
C 2.243 -1.759 -2.933
C 1.031 -2.178 -3.322
C 0.575 -3.621 -3.082
C 0.222 -4.028 -1.601
H 2.841 -4.299 -0.802
H 3.264 -3.638 -2.879
H 3.777 -2.935 -0.166
H 0.805 -4.941 -1.353
H -0.455 -2.405 -0.215
H 1.843 -1.758 0.539
H -0.844 -4.306 -1.583
H -0.321 -3.793 -3.704
H 0.313 -1.528 -3.826
H 1.376 -4.307 -3.420
H 4.229 -2.249 -2.266
H 2.589 -0.734 -3.048
P -0.946 -0.555 2.620
C -1.037 0.556 4.073
H -1.462 -0.055 4.870
H -1.710 1.390 3.850
H -0.050 0.929 4.346
C -2.550 -1.425 2.704
H -2.673 -1.703 3.751
H -2.521 -2.324 2.084
H -3.381 -0.784 2.414
C 0.170 -1.790 3.372
H 0.179 -2.713 2.791
H -0.235 -1.976 4.371
H 1.183 -1.398 3.472
P -2.140 0.374 -1.331
C -1.739 1.183 -2.941
H -2.416 0.713 -3.656
H -0.698 1.084 -3.259
H -2.035 2.233 -2.851
C -3.062 -1.206 -1.567
H -2.542 -1.874 -2.260
H -4.039 -0.896 -1.947
H -3.220 -1.697 -0.603
C -3.681 1.405 -1.142
H -4.182 1.291 -2.101
H -3.422 2.456 -0.989
H -4.291 1.010 -0.325
Cl -3.041 2.597 2.681
C -2.358 1.589 1.297
H -3.099 0.805 1.201
H -2.347 2.334 0.515
*
```

maximum force = 4.8 eV/Å
electronic energy = -60604.260 eV
HOMO level (alpha / beta) = -12.31 / -13.98 eV
energy relative to the best compared isomer or geometry (same formula, charge and spin) = 1.569 eV

Atomic partial charges in e from the Löwdin method, atoms 1 to 8: Ir 1.1918; C -0.2810; C -0.1937; C -0.3245; C -0.3354; C -0.2059; C -0.0115; H 0.0860


Entry from OMol25: a molecular structure, C27H27F6N6O5RhS2Te (ωB97M-V/def2-TZVPD).

The geometry in ORCA input format:
```
! wB97M-V def2-TZVPD RIJCOSX def2/J DEFGRID3
* xyz 1 6
Rh 1.847 -0.900 -1.985
F 6.485 -1.655 -2.911
C 6.307 -1.812 -1.610
F 6.624 -3.039 -1.249
F 7.052 -0.931 -0.949
S 4.532 -1.456 -1.229
O 3.727 -2.298 -2.091
O 4.388 -0.040 -1.475
N 4.501 -1.827 0.294
S 3.150 -1.842 1.082
O 3.330 -1.680 2.482
O 2.125 -0.978 0.473
C 2.545 -3.594 0.846
F 2.080 -3.760 -0.388
F 3.533 -4.441 1.066
F 1.553 -3.844 1.703
N 3.900 5.058 -1.091
C 3.861 3.729 -1.250
N 4.937 3.005 -0.953
N 2.717 3.232 -1.685
C 2.318 2.060 -1.990
N 1.707 1.140 -2.395
H 4.738 5.541 -0.823
H 3.096 5.589 -1.373
H 5.790 3.435 -0.642
H 4.907 2.000 -1.062
C -4.005 0.605 5.795
C -3.281 0.194 4.545
C -2.125 -0.575 4.606
C -1.452 -0.974 3.456
C -0.214 -1.816 3.571
C -1.965 -0.546 2.237
Te -0.827 -1.182 0.344
N -0.018 -1.834 -1.581
C -0.442 -1.779 -2.856
O 0.444 -1.589 -3.723
C -1.873 -1.905 -3.238
C -2.851 -2.340 -2.347
C -4.183 -2.347 -2.726
C -4.542 -1.925 -3.999
C -3.570 -1.515 -4.900
C -2.236 -1.511 -4.525
C -0.836 0.831 -0.299
C -1.409 1.092 -1.542
C -1.477 2.384 -2.023
C -0.967 3.422 -1.259
C -0.414 3.161 -0.017
C -0.341 1.870 0.501
C 0.228 1.664 1.879
C -3.148 0.177 2.112
C -3.789 0.556 0.801
C -3.779 0.545 3.297
H -3.417 0.384 6.684
H -4.954 0.071 5.873
H -4.228 1.672 5.780
H -1.732 -0.880 5.569
H -0.089 -2.186 4.586
H 0.686 -1.256 3.308
H -0.289 -2.680 2.910
H -2.570 -2.697 -1.365
H -4.938 -2.689 -2.030
H -5.586 -1.929 -4.287
H -3.853 -1.194 -5.894
H -1.460 -1.189 -5.206
H -1.827 0.289 -2.132
H -1.922 2.575 -2.990
H -1.005 4.438 -1.630
H -0.027 3.979 0.577
H 0.858 2.507 2.162
H 0.831 0.761 1.925
H -0.573 1.586 2.617
H -3.580 -0.179 0.025
H -3.428 1.527 0.456
H -4.868 0.625 0.926
H -4.704 1.107 3.231
*
```

maximum force = 1.4 eV/Å
electronic energy = -95881.415 eV
HOMO level (alpha / beta) = -10.97 / -11.67 eV
energy relative to the best compared isomer or geometry (same formula, charge and spin) = 0.527 eV

Atomic partial charges in e from the Löwdin method, atoms 1 to 8: Rh 1.1263; F 0.1718; C -0.6901; F 0.1798; F 0.1558; S 0.6101; O -0.3287; O -0.3264


Entry from OMol25: a single C5H10O molecule (ωB97M-V/def2-TZVPD).

The geometry in ORCA input format:
```
! wB97M-V def2-TZVPD RIJCOSX def2/J DEFGRID3
* xyz 0 1
C -1.911 -1.121 0.320
O -1.285 -0.040 1.062
C -0.634 0.914 0.175
C 0.966 1.776 0.083
C 0.824 0.517 -0.634
C 1.416 -0.718 -0.011
H -2.500 -1.778 0.985
H -1.143 -1.739 -0.153
H -2.604 -0.766 -0.463
H -1.448 1.243 -0.469
H 1.638 1.839 0.943
H 1.094 2.680 -0.552
H 0.902 0.585 -1.729
H 1.023 -1.576 -0.559
H 1.026 -0.736 1.009
H 2.508 -0.820 0.040
*
```

maximum force = 3.6 eV/Å
electronic energy = -7391.042 eV
structure (SMILES) = CO[C@H]1C[C@H]1C
HOMO level = -8.75 eV
energy relative to the best compared isomer or geometry (same formula, charge and spin) = 3.724 eV

Atomic partial charges in e from the Löwdin method, atoms 1 to 8: C -0.0931; O -0.2121; C -0.1005; C -0.0269; C -0.3490; C -0.0974; H 0.0913; H 0.0679


Among the records above, which one has the highest energy relative to the best compared isomer or geometry (same formula, charge and spin)? C22H23N3O3